Record 1
This record from OMol25 describes Ca2IZn as an isolated structure in a non-equilibrium geometry. The level of theory is wB97M-V/def2-TZVPD.

Geometry as ORCA input:
```
! wB97M-V def2-TZVPD RIJCOSX def2/J DEFGRID3
* xyz 5 1
I -0.3862 -0.1222 0.4446
Ca -1.2509 -2.3172 -1.3920
Ca -0.1685 2.1447 2.3681
Zn 1.8055 0.2948 -1.4207
*
```

Results
ΔE to the lowest compared entry with this formula, charge and spin: 0.1 kcal/mol
Kohn-Sham gap: 7.5 eV
Total energy: -3429.64922 Ha
LUMO: -24.1 eV

Population analysis type natural (NBO), resulting atomic charges in e: atom 1 (I): -0.562, atom 2 (Ca): 1.972, atom 3 (Ca): 1.977, atom 4 (Zn): 1.613

---

Record 2
This record from OMol25 describes C24H45F5N4OP2PdS as an isolated structure in a non-equilibrium geometry. The level of theory is wB97M-V/def2-TZVPD.

Geometry as ORCA input:
```
! wB97M-V def2-TZVPD RIJCOSX def2/J DEFGRID3
* xyz -2 1
H 1.5307 5.2162 -1.6877
F -0.2129 -2.6718 5.0291
H -1.5391 5.7599 -2.3063
N -0.3456 4.7587 -0.8562
H -0.4015 -2.7338 -2.3318
C 5.5020 -0.6669 -0.6591
H 1.6030 2.8702 2.0910
H -0.4433 1.7083 2.7972
H -1.9955 6.0181 -0.6175
H -3.4611 2.3788 -0.9196
C -3.7636 3.0793 -0.1432
H 4.8321 -3.5247 -2.5222
P 2.9053 -1.0599 -1.5959
C -1.1902 -2.8701 4.1205
H 4.1269 -2.1875 -4.4116
C 1.1777 2.9730 1.0888
H -0.5352 6.7897 -1.2655
H 5.2987 -2.8831 0.6685
H 1.2589 -4.5233 -2.4660
C 1.8896 0.4016 -3.7558
C -0.8327 1.8220 1.7832
H 2.5104 -3.6631 -3.3688
H 3.5254 -0.9677 -5.5379
F -4.1688 -3.5743 1.4235
C -1.1491 5.8818 -1.2836
H -4.1697 2.5065 0.7000
F -4.1974 -4.8313 3.7806
N 2.5856 0.1059 -0.6780
H 3.9206 -3.6521 -0.1176
H 4.2677 1.0831 -2.5727
H 1.1675 -0.0831 -4.4141
C 3.3000 -1.5029 -4.6052
C -3.1932 -3.9719 3.4896
H 0.2386 -3.3822 -0.2727
C -2.1756 -2.3652 1.9179
H 1.3930 0.6444 -2.8120
H 1.8924 -3.4249 0.3466
C 1.1916 -2.8435 -0.2536
H 5.2709 -0.1262 -3.4042
H 3.6950 -2.1318 0.7754
H 1.1562 3.4772 -1.5773
H -4.5543 3.7354 -0.5309
C 2.1173 -3.8490 -2.3688
C 4.3358 0.4326 -3.4468
H -0.5557 0.8755 1.1786
O -1.1571 2.2582 -1.2485
H 4.8282 0.0731 -0.2168
C 0.4163 -2.0079 -2.3921
H -3.5022 5.4341 1.2865
H -3.0596 4.0434 2.3002
H 0.3914 4.4553 -2.8300
H 6.2254 -0.9866 0.1008
H 6.3114 -3.1241 -1.6381
C 4.3681 -2.6876 0.1209
H 6.0603 -0.1986 -1.4701
H 5.7861 -2.1047 -2.9769
C -3.1684 -3.3077 2.2847
H 4.3675 1.0561 -4.3495
C 4.6444 -1.8511 -1.1339
H 0.0971 -1.0799 -1.8573
C -2.7477 4.6494 1.4386
C -2.2030 -3.7616 4.4293
Pd 0.2823 -0.0972 -0.0698
C 5.4286 -2.6977 -2.1337
H 2.3978 -2.0914 -4.7753
C 3.1156 -0.4943 -3.4731
C 1.6614 -2.5624 -1.6857
N -2.6048 3.8569 0.2402
F -2.2217 -4.4131 5.6166
C -1.1753 -2.1982 2.9181
H 2.1863 1.3434 -4.2313
H 1.5808 3.8804 0.6386
F -0.1689 -1.3551 2.7161
P -1.0824 3.3410 -0.2587
H 0.5975 -1.7898 -3.4449
H 2.8821 -4.3708 -1.7902
H 1.0206 -1.8453 0.2240
N -0.2866 3.0901 1.2171
H 1.4652 2.0869 0.4925
S -2.2529 -1.5348 0.4314
H -1.7888 5.1049 1.6767
H -1.9236 1.8827 1.8221
C 0.7414 4.4628 -1.7895
*
```

Results
Kohn-Sham gap: 4.1 eV
Total energy: -2943.81050 Ha
LUMO: 4.4 eV

natural (NBO) atomic charge list, values in e, 4 entries: atom 1 (H): 0.173, atom 2 (F): -0.327, atom 3 (H): 0.164, atom 4 (N): -0.802

---

Record 3
This record from OMol25 describes C9H11CuN2O8S2 as an isolated structure in a non-equilibrium geometry. The level of theory is wB97M-V/def2-TZVPD.

Geometry as ORCA input:
```
! wB97M-V def2-TZVPD RIJCOSX def2/J DEFGRID3
* xyz -2 1
N 0.0513 -0.3916 1.9359
H -2.8762 1.9321 -2.2488
H -1.8577 0.7848 -3.1665
C -1.9026 1.4793 -2.3060
C 0.0788 1.0628 4.2639
O -0.2447 -2.6825 -3.1270
H 0.2039 1.3815 0.9459
C -1.7397 0.5347 -1.1211
H -0.0819 1.5677 -4.0998
C 0.2700 1.6600 3.0290
H 1.7099 -0.5341 -2.6694
Cu -0.4918 -1.4208 0.2805
H 0.0171 -2.8854 3.8858
H 0.6291 2.6867 2.8684
H 0.5596 -2.7928 2.2896
O -0.8868 2.5085 -2.4963
N 0.4558 -2.3621 3.1832
C 0.1666 0.9077 1.9105
O -2.6137 0.4723 -0.2564
O 1.3725 -4.2428 -2.0248
C 0.1783 -1.0632 3.1395
O 1.9041 1.8793 -1.5275
H 0.1308 1.7217 5.2152
C 1.3853 1.4446 -2.5281
S 0.6757 -2.9401 -2.0201
O 1.7047 0.3519 -3.1887
H 0.6585 3.0770 -3.6209
C -0.1088 -0.3378 4.3431
O -0.5996 -0.0253 -1.0048
S -0.4632 -3.3940 -0.2313
C 0.2633 2.1176 -3.2389
H -0.0165 -0.7993 5.3066
O 1.4679 -1.6982 -1.7204
*
```

Results
Kohn-Sham gap: 5.2 eV
Total energy: -3497.92822 Ha
LUMO: 4.9 eV

natural (NBO) atomic charge list, values in e, 4 entries: atom 1 (N): -0.545, atom 2 (H): 0.178, atom 3 (H): 0.176, atom 4 (C): -0.168

---

Record 4
This record from OMol25 describes one molecule with the formula C2H3NS in a non-equilibrium geometry. The level of theory is wB97M-V/def2-TZVPD.

Geometry as ORCA input:
```
! wB97M-V def2-TZVPD RIJCOSX def2/J DEFGRID3
* xyz 0 1
H 2.5234 1.0552 -0.2505
S -1.3305 0.7010 -0.0349
C 0.3417 0.9454 0.0831
H -0.7883 -1.3425 -0.8174
H -0.9997 -1.2970 0.9577
N -1.2759 -1.1278 0.0193
C 1.5293 1.0658 0.0427
*
```

Results
ΔE to the lowest compared entry with this formula, charge and spin: 56.1 kcal/mol
Kohn-Sham gap: 9.6 eV
Total energy: -530.84527 Ha
LUMO: 0.6 eV

natural (NBO) atomic charge list, values in e, 4 entries: atom 1 (H): 0.230, atom 2 (S): 0.430, atom 3 (C): -0.290, atom 4 (H): 0.386

---

Record 5
This record from OMol25 describes C33H50BMnN8Se as an isolated structure in a non-equilibrium geometry. The level of theory is wB97M-V/def2-TZVPD.

Geometry as ORCA input:
```
! wB97M-V def2-TZVPD RIJCOSX def2/J DEFGRID3
* xyz 2 5
H 11.1356 -13.4224 -0.7797
C 7.0532 -12.5780 -0.2578
C 8.3002 -18.8038 2.2578
N 7.8810 -19.7644 -3.3005
H 11.5039 -17.4038 1.6089
H 5.8692 -11.7084 -1.8378
H 8.3999 -17.4464 -6.2715
C 8.2857 -20.4080 -5.3853
C 10.0374 -19.2487 0.4712
C 9.7781 -18.7487 1.8616
C 11.0882 -20.8005 -0.7999
C 8.8199 -21.3558 -4.5218
C 4.0967 -20.0655 1.1739
Se 7.3672 -15.8228 -1.3337
C 6.7742 -18.3578 -5.0949
H 4.9335 -19.3345 -4.4084
H 7.9083 -12.5042 -0.9479
N 7.5200 -21.8461 -1.1673
C 7.4180 -14.8590 -2.8771
N 6.3647 -14.1322 -3.3901
H 9.1459 -10.4871 -5.7881
H 11.7634 -21.5470 -1.2314
H 13.3093 -13.9476 -1.8129
N 8.5245 -21.0016 -3.2729
H 7.8849 -19.7998 2.0201
H 4.5736 -15.1024 -2.8153
H 10.4903 -12.7101 -2.2136
H 5.0539 -11.7899 -0.3151
B 8.8481 -21.7384 -1.9123
C 7.4014 -17.8339 -6.4124
Mn 7.4453 -18.8531 -1.4500
H 12.8065 -13.1836 -3.3318
C 7.0267 -22.9141 -0.5080
C 8.5343 -11.3334 -5.4288
H 5.4154 -19.9129 -6.0088
C 9.0667 -12.5878 -5.1596
H 4.3436 -13.5387 -3.5414
H 8.2488 -20.3729 -6.4625
C 3.8489 -19.5715 -1.3729
H 7.5561 -23.8603 -0.4562
H 10.3355 -19.4285 2.5362
H 3.0520 -19.7452 1.3715
H 7.7549 -18.0268 1.6897
N 8.5341 -14.5704 -3.6566
H 4.8010 -19.1859 1.2698
H 9.9384 -16.5839 1.3439
H 2.8818 -19.1069 -1.1683
H 4.3322 -20.8111 1.9340
H 10.4257 -16.9549 2.9663
H 7.1056 -13.5372 0.2607
H 7.1762 -11.7770 0.4952
C 7.6647 -19.4342 -4.5919
H 5.0673 -14.4519 -0.7092
H 6.7611 -17.5995 -4.3199
C 10.4666 -17.3594 1.9381
H 4.5950 -18.7700 -1.3880
H 5.2679 -11.6638 -4.4326
H 13.0265 -12.2124 -1.8855
C 6.8705 -13.1770 -4.2838
H 3.4925 -21.4410 -0.3750
H 9.7051 -16.2864 -3.5763
C 7.1612 -11.0546 -5.2745
N 9.7494 -20.7494 -1.0911
H 9.4516 -22.2130 -4.7432
C 5.3681 -19.0291 -5.3535
C 4.8644 -13.6191 -1.3779
C 6.2981 -11.9469 -4.6303
C 5.7329 -22.5881 -0.0748
H 6.7705 -10.1314 -5.7170
H 9.3077 -22.8335 -2.0700
C 4.2063 -20.6017 -0.2805
H 12.2516 -19.4170 0.4798
C 11.1894 -13.4788 -1.8670
C 11.3169 -19.7883 0.0936
C 12.6453 -13.1961 -2.2634
N 9.1154 -19.7172 -0.3851
H 4.6815 -18.3220 -5.8501
C 10.7007 -14.9158 -2.3217
H 10.4393 -14.9722 -4.4994
C 8.2341 -13.4587 -4.4769
H 3.8135 -13.4095 -1.2097
C 9.8538 -15.1988 -3.5871
H 10.0822 -12.8218 -5.2258
N 6.5903 -20.7795 -1.0904
H 6.8423 -16.9802 -6.8830
H 3.7222 -20.0617 -2.3317
H 7.3771 -18.6227 -7.1815
C 4.9897 -14.0844 -2.8302
H 11.5933 -15.5327 -2.5329
H 4.9693 -23.2012 0.3731
H 8.2075 -18.6342 3.3324
C 5.5368 -21.2424 -0.4293
C 5.6903 -12.3434 -0.9610
H 10.1515 -15.3411 -1.4581
*
```

Results
Kohn-Sham gap (spin up / spin down): 6.7 / 3.1 eV
Total energy: -5302.24449 Ha
LUMO (spin up / spin down): -6.2 / -9.8 eV

Löwdin atomic charge list, values in e, 4 entries: atom 1 (H): 0.097, atom 2 (C): -0.118, atom 3 (C): -0.042, atom 4 (N): 0.020

---

Record 6
This record from OMol25 describes a 2-piece molecular cluster, C16H18ClNPS2 overall in a non-equilibrium geometry. The level of theory is wB97M-V/def2-TZVPD.

Geometry as ORCA input:
```
! wB97M-V def2-TZVPD RIJCOSX def2/J DEFGRID3
* xyz -1 1
H -0.4978 -0.4960 3.4542
H -3.8202 0.6351 -0.4601
S -0.9613 3.3460 -2.6704
H 0.3492 3.8304 2.8768
C -1.7821 0.1431 -1.2726
H 2.4033 -0.8608 -1.2060
C -0.0211 1.7170 3.3686
S 1.3673 1.6465 -2.0397
H 3.2963 1.4837 -0.6081
H -4.9095 -1.5515 -1.0170
Cl 0.5805 -3.3656 -1.4491
C -1.6475 -2.2117 -2.2591
H -1.1826 -0.6752 1.0715
C -1.0208 -0.9109 -1.9133
C -0.8607 1.4984 0.5215
C -0.4244 2.8099 1.0680
H 1.8644 1.7871 0.4306
H 1.8865 -2.8542 1.3991
C -0.3730 2.0762 -1.7745
C -3.8419 -1.4047 -1.2946
H 3.2694 -0.2919 1.7950
H 4.4022 -0.5874 0.3887
N -1.3001 1.4502 -0.8457
H -1.0690 -3.0155 -2.7427
H 3.2146 -3.1181 -0.3801
C 2.2089 1.2065 -0.4582
C -0.4439 0.4270 2.8259
H -0.4337 3.6830 0.3801
P 3.2542 -2.6912 0.9907
H 0.2673 1.7517 4.4401
C 3.3743 -0.8004 0.7938
H 1.2195 -0.6472 0.2021
C -3.2084 -0.1461 -0.9781
C -0.8584 0.3321 1.4197
C 2.2200 -0.3687 -0.2088
C -0.0095 2.8563 2.4581
H -3.5088 -3.4470 -2.2150
C -3.0604 -2.4563 -1.9576
H 0.0572 -0.7799 -2.1339
*
```

Results
Kohn-Sham gap: 5.9 eV
Total energy: -2273.10179 Ha
LUMO: 1.8 eV

natural (NBO) atomic charge list, values in e, 4 entries: atom 1 (H): 0.222, atom 2 (H): 0.211, atom 3 (S): 0.022, atom 4 (H): 0.209